No. 1
Here is a cluster of 3 separate species, C3H10O5 in total from the Open Molecules 2025 dataset. Energies are from ωB97M-V/def2-TZVPD.

Output
Spin multiplicity ... 1
Structure (SMILES) ... COCO.C=O.OO
HOMO energy ... -9.74 eV
Orbital gap ... 10.37 eV

Each line ends with the Löwdin charge.
Cartesian coordinates (Å):
C (-1.4362, 1.1685, 0.2716)  -0.09
O (-1.4103, 0.0645, -0.6240)  -0.16
C (-1.8107, -1.1430, -0.0658)  -0.28
O (-0.8667, -1.7035, 0.8300)  -0.04
H (-2.3919, 1.2198, 0.8073)  0.09
H (-0.6148, 1.1283, 0.9928)  0.08
H (-1.3186, 2.0641, -0.3347)  0.09
H (-2.7806, -1.0370, 0.4495)  0.13
H (-1.9028, -1.8517, -0.8891)  0.14
H (-0.8332, -1.1778, 1.6388)  0.10
C (2.0491, 1.0397, -1.1471)  -0.16
O (2.7538, 1.7717, -0.4081)  -0.11
H (2.5172, 0.2554, -1.7633)  0.11
H (0.9999, 1.2485, -1.3870)  0.09
O (1.6941, -0.1186, 0.4429)  -0.17
O (1.8326, -1.5296, 0.2556)  -0.05
H (2.6254, 0.4054, 0.5880)  0.16
H (0.8934, -1.8047, 0.3423)  0.06


No. 2
Here is a cluster of 2 separate species, C3H10OS in total from the Open Molecules 2025 dataset. Energies are from ωB97M-V/def2-TZVPD.

Output
Charge ... -1
Spin multiplicity ... 2
HOMO energy (alpha / beta) ... 1.17 / -5.26 eV
Orbital gap (alpha / beta) ... 2.25 / 8.63 eV

Each line ends with the Löwdin charge.
Cartesian coordinates (Å):
C (-1.8315, 1.3493, 1.6190)  -0.21
C (-0.6002, 1.2337, 0.7574)  -0.64
S (0.3317, -0.3985, 0.8879)  0.56
C (1.8822, -0.0941, -0.1235)  -0.50
H (-2.6157, 2.1434, 1.0876)  0.12
H (-2.3718, 0.4128, 1.7179)  0.04
H (-1.4752, 1.8364, 2.5757)  0.07
H (-0.8214, 1.5944, -0.2684)  0.06
H (0.1294, 1.9468, 1.0028)  0.02
H (2.1154, -1.0130, -0.6018)  -0.04
H (2.6894, 0.3913, 0.4549)  0.01
H (1.6594, 0.5424, -0.9877)  -0.01
H (0.9597, -3.5444, -2.9543)  -0.09
H (-0.2480, -2.8165, -2.7810)  -0.08
O (0.1965, -3.5839, -2.3866)  -0.33


No. 3
Here is a structure of composition C3H10OS from the Open Molecules 2025 dataset. Energies are from ωB97M-V/def2-TZVPD.

Output
Spin multiplicity ... 1
HOMO energy ... -7.05 eV
Orbital gap ... 5.83 eV

Each line ends with the Löwdin charge.
Cartesian coordinates (Å):
C (-0.6847, -0.1385, 1.8051)  -0.02
C (-1.3039, -1.0793, 0.9687)  0.01
S (0.5158, 0.5516, -0.9933)  0.40
C (-0.1052, 1.6052, -2.3330)  -0.62
H (-0.0285, -0.7996, 0.9389)  0.07
H (-0.7791, 0.8807, 1.4647)  0.07
H (-0.5559, -0.4036, 2.8420)  0.11
H (-1.4797, -2.1321, 1.1577)  0.11
H (-1.6474, -0.7854, -0.0143)  0.06
H (0.1139, 1.2577, -3.3478)  0.00
H (0.2802, 2.6179, -2.2213)  0.00
H (-1.1972, 1.7112, -2.4290)  0.01
H (2.6132, -1.8077, 0.5778)  0.06
H (1.8756, -0.4689, 0.4739)  -0.13
O (2.3830, -1.0093, 1.1099)  -0.13


No. 4
Here is a cluster of 2 separate species, C3H10OS2 in total from the Open Molecules 2025 dataset. Energies are from ωB97M-V/def2-TZVPD.

Output
Spin multiplicity ... 1
Structure (SMILES) ... CCSSC.O
HOMO energy ... -8.62 eV
Orbital gap ... 9.31 eV

Each line ends with the Löwdin charge.
Cartesian coordinates (Å):
C (-1.0226, 0.7317, -1.8488)  -0.17
C (0.1043, 0.0618, -2.6775)  -0.57
S (1.6609, -0.3144, -1.7564)  0.44
S (1.2994, -2.0783, -0.6836)  0.40
C (0.1030, -1.5800, 0.6641)  -0.42
H (-0.9778, 0.8236, -0.7712)  0.04
H (-1.8963, 0.0968, -1.9964)  0.07
H (-1.2121, 1.7490, -2.1829)  0.06
H (-0.2574, -0.7353, -3.3150)  0.07
H (0.4755, 0.8810, -3.2920)  0.05
H (-0.2821, -2.5731, 0.8761)  0.01
H (0.6119, -1.1069, 1.4952)  0.03
H (-0.6477, -0.9274, 0.2390)  -0.01
O (1.0533, 1.5731, 5.1428)  -0.06
H (0.6926, 2.4307, 4.9601)  0.02
H (0.2949, 0.9678, 5.1465)  0.04


No. 5
Here is a cluster of 2 separate species, C3H10OS2 in total from the Open Molecules 2025 dataset. Energies are from ωB97M-V/def2-TZVPD.

Output
Spin multiplicity ... 1
Structure (SMILES) ... CCSSC.O
HOMO energy ... -8.87 eV
Orbital gap ... 9.66 eV

Each line ends with the Löwdin charge.
Cartesian coordinates (Å):
C (2.2827, 0.1971, 0.8890)  -0.19
C (1.6579, 0.9530, 2.0417)  -0.58
S (0.1832, 0.1574, 2.7529)  0.46
S (0.0450, -1.8727, 2.5556)  0.43
C (-0.9382, -2.1119, 1.0695)  -0.49
H (1.8716, 0.4944, -0.0755)  0.07
H (2.3489, -0.8827, 0.8828)  0.05
H (3.3394, 0.4630, 0.7536)  0.07
H (2.3504, 1.1754, 2.8511)  0.06
H (1.2162, 1.8667, 1.6451)  0.06
H (-2.0169, -2.0131, 1.2070)  0.03
H (-0.7252, -1.4402, 0.2433)  0.03
H (-0.7234, -3.1194, 0.7920)  0.01
O (-3.6407, 2.3211, -6.1797)  -0.07
H (-2.9006, 1.8104, -5.8185)  0.04
H (-4.3502, 2.0014, -5.6100)  0.03


No. 6
Here is a cluster of 2 separate species, C3H10OS2 in total from the Open Molecules 2025 dataset. Energies are from ωB97M-V/def2-TZVPD.

Output
Spin multiplicity ... 1
Structure (SMILES) ... CSCSC.O
HOMO energy ... -8.56 eV
Orbital gap ... 9.20 eV

Each line ends with the Löwdin charge.
Cartesian coordinates (Å):
C (-0.4483, -2.6764, 0.1741)  -0.42
S (-0.8703, -1.2752, -0.8850)  0.74
C (0.1176, 0.0356, -0.1464)  -0.87
S (-0.5364, 0.9164, 1.2899)  0.73
C (-1.9266, 1.6441, 0.4349)  -0.46
H (-0.8133, -3.6359, -0.2293)  0.04
H (-0.8334, -2.5571, 1.2007)  0.04
H (0.6535, -2.7074, 0.2130)  0.03
H (1.1055, -0.4022, 0.0943)  0.03
H (0.2824, 0.8671, -0.8584)  0.03
H (-2.3543, 2.2826, 1.2261)  0.03
H (-2.6839, 0.9003, 0.1353)  0.03
H (-1.6898, 2.2762, -0.4375)  0.05
O (3.4874, 1.0882, -0.6357)  -0.09
H (3.3960, 1.4695, -1.5382)  0.05
H (3.1136, 1.7743, -0.0376)  0.05


No. 7
Here is a cluster of 2 separate species, C3H10OS2 in total from the Open Molecules 2025 dataset. Energies are from ωB97M-V/def2-TZVPD.

Output
Spin multiplicity ... 1
Structure (SMILES) ... CCSSC.O
HOMO energy ... -9.20 eV
Orbital gap ... 7.91 eV

Each line ends with the Löwdin charge.
Cartesian coordinates (Å):
C (-1.0009, 1.4321, -1.1907)  -0.19
C (-0.7608, 0.0833, -0.4923)  -0.72
S (0.9293, -0.4176, -0.2599)  0.61
S (1.1259, 1.5124, 1.2778)  0.60
C (1.0943, 0.3887, 2.6194)  -0.59
H (-0.7013, 1.3731, -2.2446)  0.08
H (-2.0318, 1.7709, -1.1438)  0.07
H (-0.4575, 2.2453, -0.7278)  0.02
H (-1.4693, -0.6185, -0.9892)  0.09
H (-1.1061, 0.0345, 0.5324)  0.02
H (1.8050, -0.4079, 2.5203)  0.01
H (0.0694, -0.0096, 2.6441)  0.02
H (1.3919, 0.8621, 3.5729)  0.05
O (0.3134, -3.0709, -2.3169)  -0.08
H (-0.0318, -2.9290, -1.4247)  0.01
H (0.8302, -2.2489, -2.3769)  0.00


No. 8
Here is a cluster of 2 separate species, C3H10OSSi in total from the Open Molecules 2025 dataset. Energies are from ωB97M-V/def2-TZVPD.

Output
Spin multiplicity ... 1
HOMO energy ... -7.77 eV
Orbital gap ... 7.78 eV

Each line ends with the Löwdin charge.
Cartesian coordinates (Å):
C (3.3758, -0.7738, -0.4214)  -0.07
C (-2.6624, 1.7888, -0.4713)  -0.21
C (-0.5235, -0.1819, -0.4392)  -0.54
O (-1.7913, 0.2606, 1.5002)  -0.61
Si (-0.7358, -1.2479, 0.9819)  0.55
S (-1.1029, 1.1648, 0.4774)  0.80
H (3.2682, -0.3907, -1.5017)  0.05
H (3.3645, -1.8099, -0.4003)  -0.03
H (4.3891, -0.3961, 0.0082)  0.05
H (-2.3718, 2.6344, -1.1503)  0.05
H (-3.3660, 2.2414, 0.2191)  0.04
H (-2.9202, 0.9629, -1.0864)  0.02
H (0.4396, -0.1580, -1.1244)  0.02
H (-0.2244, -1.4529, 2.3361)  -0.05
H (-1.6997, -2.2278, 0.8141)  -0.08
H (2.5607, -0.4139, 0.2578)  0.00


No. 9
Here is a cluster of 2 separate species, C3H10OSi2 in total from the Open Molecules 2025 dataset. Energies are from ωB97M-V/def2-TZVPD.

Output
Spin multiplicity ... 3
HOMO energy (alpha / beta) ... -6.32 / -9.99 eV
Orbital gap (alpha / beta) ... 7.15 / 8.27 eV

Each line ends with the Löwdin charge.
Cartesian coordinates (Å):
C (-1.3940, -0.3936, -0.2513)  -0.25
C (-0.7842, 0.4586, 0.5777)  -0.35
C (-1.6042, -1.8389, 0.0215)  -0.09
O (2.3679, -0.9047, 0.2940)  -0.42
Si (-0.0520, 2.1492, 0.1622)  0.60
Si (3.6499, -0.1681, -0.4044)  0.55
H (-1.4274, -0.2056, -1.2529)  0.06
H (-0.5676, 0.0061, 1.6398)  0.10
H (-1.4345, -2.5129, -0.7874)  0.08
H (-2.6395, -2.0032, 0.1752)  0.07
H (-1.0860, -2.1015, 0.8408)  0.03
H (1.4491, -0.7220, 0.4733)  -0.01
H (-0.9347, 3.2436, 0.9760)  -0.05
H (-0.1127, 2.3277, -1.3609)  -0.06
H (1.4133, 2.1301, 0.4658)  -0.10
H (3.1568, 0.5351, -1.5695)  -0.15


No. 10
Here is a cluster of 2 separate species, C3H10S in total from the Open Molecules 2025 dataset. Energies are from ωB97M-V/def2-TZVPD.

Output
Spin multiplicity ... 1
Structure (SMILES) ... CCC.S
HOMO energy ... -9.80 eV
Orbital gap ... 10.72 eV

Each line ends with the Löwdin charge.
Cartesian coordinates (Å):
C (-0.7540, 0.3025, -0.3582)  -0.14
C (-1.1235, -0.1859, 1.0443)  -0.32
C (0.0426, 0.0624, 1.9934)  -0.14
H (-0.6451, 1.3810, -0.4018)  0.07
H (-1.4898, 0.0254, -1.1073)  0.07
H (0.1786, -0.1954, -0.6366)  0.03
H (-1.3157, -1.2682, 0.9988)  0.10
H (-2.0209, 0.3197, 1.3949)  0.10
H (-0.1418, -0.1463, 3.0438)  0.06
H (0.8992, -0.5546, 1.7155)  0.07
H (0.3524, 1.1087, 1.9363)  0.07
S (1.5815, -0.7452, -3.1644)  0.47
H (2.6145, -0.4848, -3.9785)  -0.23
H (1.8220, 0.3807, -2.4801)  -0.22


No. 11
Here is a cluster of 2 separate species, C3H10S in total from the Open Molecules 2025 dataset. Energies are from ωB97M-V/def2-TZVPD.

Output
Charge ... +1
Spin multiplicity ... 2
HOMO energy (alpha / beta) ... -14.54 / -14.50 eV
Orbital gap (alpha / beta) ... 9.42 / 3.84 eV

Each line ends with the Löwdin charge.
Cartesian coordinates (Å):
S (2.2151, 0.7827, 1.5229)  1.08
H (1.9036, 2.0155, 1.0358)  -0.06
H (0.9249, 0.3346, 1.2972)  -0.08
C (-1.6100, -1.4671, -0.1803)  -0.15
C (-0.9126, -0.6004, -1.1390)  -0.41
C (-1.8178, 0.3593, -1.7615)  -0.14
H (-2.1688, -0.7303, 0.5542)  0.12
H (-0.8878, -2.1302, 0.3357)  0.07
H (-2.3174, -2.2199, -0.6534)  0.11
H (-0.4560, -1.3034, -1.9085)  0.14
H (-0.0922, -0.1157, -0.6528)  0.05
H (-1.4244, 1.1428, -2.4126)  0.08
H (-2.4678, -0.2123, -2.4287)  0.09
H (-2.4128, 0.9444, -1.0480)  0.08


No. 12
Here is a cluster of 2 separate species, C3H10S2 in total from the Open Molecules 2025 dataset. Energies are from ωB97M-V/def2-TZVPD.

Output
Spin multiplicity ... 1
Structure (SMILES) ... CSS.CC
HOMO energy ... -9.08 eV
Orbital gap ... 9.73 eV

Each line ends with the Löwdin charge.
Cartesian coordinates (Å):
C (-1.5540, -1.7032, -1.8771)  -0.48
S (-2.3924, -2.4747, -0.4571)  0.33
S (-2.8124, -0.9913, 0.8683)  0.27
H (-2.1463, -1.6301, -2.7803)  0.02
H (-0.6714, -2.3214, -2.0820)  0.02
H (-1.1365, -0.7211, -1.6405)  0.02
H (-1.6822, -1.2068, 1.5963)  -0.20
C (1.4370, 1.8727, 0.1953)  -0.16
C (1.6748, 0.8984, 1.4000)  -0.16
H (0.4777, 2.3612, 0.3490)  0.06
H (1.6397, 1.3027, -0.7161)  0.06
H (2.1897, 2.6675, 0.2195)  0.05
H (1.8835, 1.3703, 2.3458)  0.05
H (0.7198, 0.4154, 1.5693)  0.03
H (2.3731, 0.1604, 1.0097)  0.06


No. 13
Here is the molecule C3H10Si2 from the Open Molecules 2025 dataset. Energies are from ωB97M-V/def2-TZVPD.

Output
Spin multiplicity ... 1
HOMO energy (alpha / beta) ... -9.07 / -8.23 eV
Orbital gap (alpha / beta) ... 8.60 / 7.33 eV

Each line ends with the Löwdin charge.
Cartesian coordinates (Å):
C (-2.0593, -0.0527, 0.5743)  -0.26
C (1.5058, 0.7784, 0.0525)  -0.41
C (-2.8015, 0.2948, -0.6474)  -0.21
Si (-0.1396, -0.2488, 0.5595)  0.60
Si (3.1650, -0.0766, 0.0091)  0.49
H (-2.5754, -0.2663, 1.4588)  0.01
H (-3.3383, 1.2517, -0.7293)  0.08
H (-2.1635, 0.1941, -1.4909)  0.04
H (-3.6717, -0.3088, -0.8167)  0.06
H (1.0840, 1.4466, -0.6784)  -0.05
H (-0.1756, -1.1188, -0.5107)  -0.06
H (0.1082, -0.8331, 1.9929)  -0.03
H (3.7561, -0.1758, 1.3882)  -0.09
H (3.0601, -1.5404, -0.4460)  -0.07
H (4.2459, 0.6558, -0.7159)  -0.10


No. 14
Here is a cluster of 2 separate species, C3H11ClN3 in total from the Open Molecules 2025 dataset. Energies are from ωB97M-V/def2-TZVPD.

Output
Charge ... +1
Spin multiplicity ... 1
HOMO energy ... -13.62 eV
Orbital gap ... 9.92 eV

Each line ends with the Löwdin charge.
Cartesian coordinates (Å):
C (-1.2848, 1.4758, -0.8496)  0.00
C (-1.0147, 0.5896, 0.4289)  -0.41
C (0.6679, -1.3152, -0.2125)  -0.04
N (1.8995, -1.7350, -0.4180)  0.17
N (0.3417, -0.0696, 0.4055)  0.08
N (-1.8787, -0.5233, 0.4902)  0.03
Cl (3.9037, 0.6060, 0.1084)  0.39
H (-1.6626, 2.4383, -0.4155)  0.10
H (-0.3857, 1.6829, -1.4184)  0.08
H (-1.9851, 1.0523, -1.4592)  0.04
H (-1.1428, 1.0815, 1.4266)  0.16
H (-0.2989, -1.7893, -0.3726)  0.14
H (2.6289, -1.0750, -0.3489)  -0.05
H (2.2952, -2.6480, -0.4835)  0.14
H (1.0464, 0.4630, 0.8927)  0.11
H (4.8540, -0.2959, 0.1420)  -0.15
H (-1.6790, -0.9493, 1.3642)  0.09
H (-2.8242, -0.3090, 0.2082)  0.11


No. 15
Here is a cluster of 3 separate species, C3H11ClN3 in total from the Open Molecules 2025 dataset. Energies are from ωB97M-V/def2-TZVPD.

Output
Charge ... +1
Spin multiplicity ... 1
HOMO energy ... -14.21 eV
Orbital gap ... 9.99 eV

Each line ends with the Löwdin charge.
Cartesian coordinates (Å):
C (-0.9010, -1.8457, 0.7854)  -0.02
C (0.0798, -1.0769, -0.0749)  -0.42
C (-0.1808, 1.4054, 0.3039)  0.08
N (-0.9024, 3.1265, -0.4290)  0.11
N (-0.5646, 0.3646, -0.2564)  0.10
N (0.3004, -1.6387, -1.3067)  0.10
Cl (3.0796, 0.8624, 0.1937)  0.39
H (-1.8523, -1.9789, 0.2764)  0.09
H (-0.4834, -2.8284, 0.9884)  0.10
H (-1.0689, -1.3435, 1.7335)  0.09
H (1.0197, -0.8736, 0.4448)  0.10
H (0.6051, 1.5445, 1.0215)  0.07
H (-1.8860, 3.0502, -0.1867)  0.02
H (-0.4552, 3.8068, 0.1762)  0.02
H (-1.2916, 0.4045, -0.9715)  0.18
H (3.9251, 0.3416, 0.9890)  -0.20
H (1.0590, -1.3010, -1.8743)  0.11
H (-0.4824, -2.0195, -1.8131)  0.11


How do the records compare in ΔE to the lowest compared entry with this formula, charge and spin? In the order shown, they have 5.4573 1.0432 4.6387 0.5803 0.5038 0.4708 1.4803 4.6125 1.1549 0.0674 2.0415 0.5276 3.5665 1.8058 3.7427 eV.
How do the records compare in DFT total energy? In the order shown, they have -13505.423 -16153.705 -16151.227 -26990.710 -26990.786 -26990.819 -26989.810 -24029.882 -21071.168 -14108.269 -14097.522 -24943.169 -19023.140 -20275.152 -20273.215 eV.